[1]
52
Properties=species:S:1:pos:R:3:forces:R:3:mulliken_charge:R:1 method="wB97M-V/def2-TZVPD" charge=-1 max_force_ha_per_bohr=0.0504 e_tot_ha=-2753.6821 multiplicity=1 gap_ev=4.23 lumo_ev=1.49
C 4.28183 -0.28997 0.52300 0.16 0.05 -0.73 -1.214
H 2.64120 0.68141 1.42067 0.41 0.22 0.68 -0.359
N 3.50958 -1.87259 -2.08397 -1.52 -0.30 -2.08 -0.092
H 2.15862 -1.45470 2.08484 -0.24 -0.41 0.40 -0.241
C 1.60676 1.02467 3.19828 0.89 1.35 0.58 0.050
C -3.08656 0.93597 4.27176 0.18 0.00 0.56 -0.438
H 3.44126 2.98815 0.85867 0.04 -0.57 -0.31 0.479
S 2.14878 -1.40538 -1.07282 0.47 -1.63 -1.61 0.038
H 5.64692 -1.16483 -4.66231 -0.20 0.06 0.15 0.620
H -2.37607 2.98543 4.10097 -0.14 -0.21 -0.20 0.329
C 4.33482 -1.05880 -7.78318 -0.15 -0.24 0.39 -0.335
C -0.62681 0.23604 3.04603 0.45 0.47 0.78 0.623
H 1.59961 -1.77908 3.77298 0.02 -0.11 -0.48 0.246
F 0.32467 0.25697 -1.53848 0.66 -0.48 -0.56 -0.241
H 0.54422 -2.16235 2.39296 0.32 0.49 0.01 0.291
H 2.59836 -2.18105 -8.40698 0.08 0.07 0.21 0.352
C 3.23460 -1.89708 -7.57118 0.22 0.07 0.13 -0.572
O 5.41569 -2.75549 -0.64489 -0.05 -0.40 -0.16 -0.662
S 5.10604 -1.71987 -1.57560 0.73 1.65 1.43 1.328
C 5.19624 -0.79930 -6.71349 -0.44 -0.27 -0.09 -0.672
C -1.01462 1.59978 3.19930 -0.52 0.37 0.23 -0.544
H 2.13044 -3.08869 -6.14166 -0.03 0.27 -0.05 0.428
H 4.27185 -1.20790 1.10738 -0.54 -0.02 -0.46 0.609
H -1.31161 -1.80753 3.25441 -0.15 0.35 0.32 0.199
H -4.01739 1.20634 4.77421 0.28 -0.11 -0.04 0.324
C -2.74234 -0.40941 4.08835 -0.06 0.55 -0.62 -0.555
C 4.80064 2.19230 -0.66010 0.15 0.24 0.21 -0.490
C 1.28226 -1.42709 2.76364 0.77 -0.58 0.17 -0.730
C 3.89666 2.09508 0.40911 0.07 -0.19 -0.82 -0.481
O 5.94400 -1.46858 -2.71196 -0.11 -0.51 -0.29 -0.688
H 5.07890 3.18142 -1.04720 -0.03 -0.51 0.15 0.357
O 1.94712 -3.35434 -3.71217 1.39 0.79 -0.04 -0.590
C 4.94624 -0.20027 -0.69409 0.86 -0.19 0.19 0.497
C 1.39038 -0.25770 -2.21271 -0.54 1.59 -0.17 0.699
C 2.95471 -2.39866 -6.29523 -0.35 0.05 -0.17 -0.652
C 3.75688 -2.05053 -5.21336 0.00 -0.18 -0.01 0.437
H 6.09780 -0.20971 -6.88403 -0.25 -0.17 0.21 0.380
H 5.84823 1.04599 -2.19260 -0.19 0.03 0.11 0.438
C 0.77340 -0.03614 2.82014 -0.91 0.71 -0.39 0.840
H -3.40278 -1.18248 4.46780 -0.03 -0.03 -0.17 0.345
C -2.18045 1.93565 3.87752 0.00 -0.43 -0.61 -0.488
C -1.56678 -0.75704 3.42836 0.14 -0.01 -0.07 -0.446
C 3.55004 0.82120 0.85892 -0.27 0.87 1.01 0.539
H 4.53557 -0.63806 -8.77164 -0.07 -0.20 0.32 0.367
F 2.23423 0.77066 -2.48884 -0.53 -0.59 -0.19 -0.230
H -0.35286 2.40693 2.83772 -0.30 -0.64 0.42 0.314
F 0.93277 -0.72661 -3.40769 0.59 0.25 1.12 -0.213
N 2.24538 1.97422 3.51330 -0.94 -1.70 -0.51 -0.829
C 4.92035 -1.31949 -5.44294 0.34 0.32 -0.02 -0.234
O 4.38015 -3.86657 -3.37434 -0.37 0.15 -0.70 -0.559
S 3.32839 -2.92954 -3.65270 0.12 -0.36 1.89 1.155
C 5.26731 1.02695 -1.27444 -0.43 0.04 -0.11 -0.727

---

[2]
107
Properties=species:S:1:pos:R:3:forces:R:3:mulliken_charge:R:1 method="wB97M-V/def2-TZVPD" charge=+1 max_force_ha_per_bohr=0.0977 e_tot_ha=-4804.8849 multiplicity=1 gap_ev=6.55 relative_energy_ev=2.958 lumo_ev=-5.68
H -1.73351 -0.04162 -3.79435 0.01 -0.08 -0.01 0.370
O -1.51374 8.04565 3.19330 0.48 -0.65 0.38 -0.623
O -5.14957 -2.32202 4.43486 0.20 0.76 0.00 -0.655
O -4.07917 -0.06306 4.14111 -0.20 -0.46 0.10 -0.575
H 6.01638 -7.19871 -7.14109 0.01 0.07 0.11 0.389
H -3.56808 7.63633 5.09355 0.11 -0.04 -0.03 0.365
C -0.57071 -0.61727 0.94594 -1.13 -1.95 1.31 0.462
O 3.58746 -3.28258 -6.49359 0.46 -0.09 -0.43 -0.603
H -7.49269 -1.09630 4.39570 0.18 -0.03 -0.10 0.336
C 2.95448 1.90006 -0.64986 0.50 1.56 -2.66 0.061
H -0.69833 -4.86208 -1.14624 0.01 0.02 0.08 0.453
C -0.75544 3.23401 2.95723 0.50 0.81 -0.98 -0.289
H 1.35042 10.72006 4.74512 -0.08 -0.05 0.10 0.389
H -3.22120 6.05994 4.33314 0.10 0.10 -0.03 0.359
H -0.20492 -6.08739 0.98449 -0.17 -0.08 -0.05 0.371
H 0.86128 1.53321 5.07070 -0.39 -0.81 -1.75 0.412
C -0.76944 -4.35054 -0.18389 -0.02 -0.08 -0.34 -0.699
C -2.86587 6.80483 5.04559 0.05 0.03 0.17 -0.973
H 0.93774 1.05754 1.03322 -1.48 -0.08 0.06 -0.805
O 3.55149 1.91254 0.67319 -1.09 -2.61 0.73 -0.311
H 2.29409 2.43852 2.81033 0.10 -1.53 0.77 0.022
S -1.30520 7.40658 4.46558 -0.62 0.96 0.65 1.244
C -3.96321 -1.76746 2.16922 -0.33 -0.08 0.02 -0.970
H 1.81241 1.91214 -0.66251 1.37 -0.12 0.68 0.022
H 4.52695 -5.65698 -5.79548 0.04 0.20 -0.03 0.296
H 2.77093 -0.65211 2.92909 0.81 1.22 -0.68 0.292
C -1.57997 -1.05934 -3.42826 -0.18 0.34 -0.12 -0.946
H 1.10264 4.46527 2.88589 -0.53 -1.74 -1.71 0.272
H 7.18645 -5.87075 -7.32337 -0.07 -0.07 0.09 0.266
H -4.38656 -8.48032 -0.39948 0.16 0.08 -0.03 0.376
H 6.10043 -5.91309 -5.05099 -0.01 0.40 0.03 0.271
C 3.41143 3.25971 -1.42143 -0.51 -0.71 -0.69 -1.129
H -1.74221 -1.05557 -2.34792 0.04 -0.15 -0.05 0.247
H 5.06370 -0.74623 -6.66051 -0.04 -0.16 -0.04 0.377
O 4.03829 -0.40391 0.60165 -1.76 4.33 1.82 -0.554
O -2.68240 -6.49735 -1.55389 0.39 -0.36 0.50 -0.599
S 0.21020 -0.37924 -6.06045 -0.07 -0.72 -0.66 1.187
S -2.47959 -7.12199 -0.27275 -0.38 0.05 0.26 1.171
C -0.17328 0.90424 1.23850 1.00 0.00 -0.59 0.333
C 3.64619 0.61463 1.23574 1.44 -3.79 -0.90 0.510
O -1.48404 -8.14099 -0.07493 -0.18 0.63 -0.31 -0.626
H 0.20822 9.68943 6.65840 -0.32 -0.26 -0.03 0.279
C 5.51278 -1.55675 -6.08615 0.08 -0.05 0.14 -0.970
H 1.67497 -1.68640 -7.37697 -0.10 -0.02 0.07 0.126
H 0.83103 -0.42603 -8.32352 -0.07 0.07 0.17 0.392
H -3.90609 -8.16462 1.29281 0.03 0.05 -0.08 0.317
C 1.00887 0.96905 4.07366 1.95 0.41 0.63 -0.696
H 5.17692 -1.51559 -5.05113 0.01 -0.05 -0.08 0.301
H -1.73111 3.58760 3.44206 0.75 -1.21 -1.96 0.376
H -6.78479 1.80410 3.66094 -0.12 -0.07 0.01 0.252
H -7.98085 1.33685 4.89277 0.00 -0.07 -0.11 0.389
S -4.80600 -1.19210 3.61454 -0.44 -0.12 -0.73 1.196
C 0.42013 10.17139 4.58422 -0.07 -0.07 -0.32 -0.982
O -2.27770 -5.96679 0.84231 -0.48 -0.57 -0.22 -0.209
O -1.20818 -1.28736 1.78125 2.89 2.43 -3.32 -0.496
H 4.29467 0.26009 3.37855 -1.49 0.14 -1.18 0.377
O 5.87068 -4.06776 -5.87803 -0.38 0.98 -0.18 -0.273
O 1.32230 0.37049 -5.53397 -0.63 -0.01 0.20 -0.626
H -1.59955 -3.64316 -0.25465 0.08 -0.02 0.09 0.158
H -0.98655 -4.80191 1.89716 -0.29 -0.23 -0.01 0.254
O 0.00018 -1.70955 -5.16416 0.30 0.40 -0.55 -0.237
C 0.18930 9.16769 5.69869 0.99 0.67 -0.10 -0.307
S 4.98180 -3.08560 -6.80341 0.68 -0.02 0.34 1.202
H -2.72875 6.35209 6.02654 0.02 0.07 -0.06 0.320
C 5.59820 -5.47002 -5.91445 -0.11 -1.08 -0.24 -0.307
H 0.58223 -0.89503 -3.34236 0.08 0.04 -0.21 0.234
O -1.09239 8.54267 5.59170 -0.56 -1.03 -0.47 -0.283
H 0.15881 -3.79642 -0.02895 -0.07 -0.05 0.10 0.349
O -0.15413 -1.15476 -0.31051 -0.42 2.47 2.64 -0.229
H 6.59894 -1.49740 -6.14747 -0.10 -0.06 -0.03 0.357
C -0.18456 -1.55592 -3.76088 -0.39 0.02 0.78 -0.184
C -1.00099 -5.33814 0.94473 0.79 0.46 -0.12 -0.692
H 3.01175 1.87245 4.39245 -1.02 -0.47 -1.46 0.424
C 2.41977 1.51115 3.46772 0.44 -0.21 1.17 -0.256
H 2.55434 3.54947 -2.14088 1.32 -0.36 1.22 0.332
C 0.72124 -1.18787 -7.55146 0.08 -0.15 0.13 -0.752
C 0.16302 4.13470 2.29957 0.19 -0.95 0.97 -0.299
H 0.06359 4.50031 1.21997 -0.94 0.98 2.20 0.233
H -0.04083 -2.54159 -3.31110 0.13 0.01 -0.34 0.164
H -4.52290 -2.59612 1.73763 -0.04 0.09 0.06 0.451
H -2.33724 -1.68942 -3.90009 0.10 -0.01 0.10 0.319
O -0.31299 6.37431 4.64557 -0.03 0.24 -0.47 -0.617
H 1.07020 -0.14852 4.35555 -0.45 1.67 -0.84 0.475
H 0.98311 8.41547 5.72491 -0.19 -0.09 -0.03 0.290
H -2.97418 -2.10055 2.47292 -0.29 0.01 0.13 0.337
H -0.80828 1.60474 0.59600 0.88 -0.88 1.01 0.645
H 4.30792 3.04114 -2.11360 -1.24 0.47 1.44 0.303
O -6.13930 -0.65348 2.87609 0.94 -0.40 -0.04 -0.271
H -6.26880 0.96842 5.11992 -0.09 -0.02 -0.03 0.282
H -3.87632 -0.94413 1.46132 -0.04 -0.06 0.09 0.293
C -7.26824 -0.30182 3.67826 -0.75 0.42 0.65 -0.364
H 3.61281 4.12473 -0.71032 -0.20 -1.25 -0.91 0.301
C -4.04013 -7.72481 0.30575 -0.01 0.12 0.15 -0.927
H -0.04561 -1.90401 -7.84477 0.03 0.08 0.09 0.330
C 3.30099 0.34634 2.79750 0.10 1.51 -0.11 -0.585
O 5.47812 -3.14474 -8.15262 -0.63 -0.08 0.54 -0.616
H 5.59514 -5.75194 -8.06179 0.03 -0.05 0.08 0.298
H -8.12464 -0.22520 3.00403 0.31 -0.18 -0.17 0.275
O -1.07369 0.22856 -6.29422 0.69 0.07 0.44 -0.614
H -0.40777 10.88195 4.52708 0.10 -0.03 0.09 0.268
C 6.13058 -6.11338 -7.18148 -0.05 0.12 -0.31 -0.995
C -7.06797 1.02965 4.37821 0.28 0.09 0.18 -0.969
H 3.29037 1.04239 -1.31942 -0.29 0.85 1.39 0.357
H 0.33952 -0.43831 -0.78789 -0.47 -0.88 0.34 0.187
H -4.74742 -6.89677 0.33940 0.10 -0.05 -0.02 0.304
H 0.48678 9.67466 3.61398 0.02 0.05 0.08 0.291
S -0.46514 1.38365 3.02993 -0.40 0.97 1.34 0.222

---

[3]
36
Properties=species:S:1:pos:R:3:forces:R:3:mulliken_charge:R:1 method="wB97M-V/def2-TZVPD" max_force_ha_per_bohr=0.0230 e_tot_ha=-9544.7162 multiplicity=5 gap_ev="6.10 / 5.65" relative_energy_ev=0.000 lumo_ev="-0.55 / -2.45"
Se 0.05332 1.63320 -4.83601 -0.56 0.76 -0.48 -0.204
C -1.81397 -3.58333 -2.22087 0.00 -0.01 0.02 -0.894
C -1.24283 4.06125 1.35673 -0.12 0.04 0.04 -0.119
H -0.00050 -4.63902 0.43817 -0.05 -0.04 0.00 0.364
C 2.67235 -1.45407 2.17535 0.00 -0.14 0.07 -0.495
S 1.81668 -2.88245 1.77615 -0.12 0.20 -0.21 -0.253
H -2.55926 -3.90141 -2.93536 0.01 0.02 -0.02 0.400
C -0.39588 -3.99586 -0.33631 0.06 0.13 -0.01 -1.160
N -0.38620 3.71626 0.38041 0.05 -0.24 0.34 0.145
H 3.36365 -1.47264 3.00317 0.00 0.04 0.00 0.459
C -1.31245 -2.29544 -2.25774 -0.10 -0.06 -0.08 -0.194
C -0.93014 3.78027 2.65122 0.02 -0.06 0.08 -0.602
H -1.59360 4.03593 3.46063 -0.05 -0.01 -0.02 0.397
C -1.91422 0.60979 0.87588 0.70 0.21 -0.58 0.391
C 0.28103 3.10455 2.87090 -0.06 0.05 -0.23 0.037
H -1.69902 -5.46331 -1.18380 -0.01 0.00 0.00 0.423
N 1.10942 2.77013 1.90698 0.05 -0.13 0.31 -0.365
S -3.13223 0.54934 1.90413 -0.57 -0.04 0.51 -0.432
C 2.36648 -0.40575 1.36062 0.08 0.01 0.10 -0.640
H -1.64538 -1.58014 -3.00158 0.02 0.02 0.02 0.399
H 0.58331 2.82284 3.87376 -0.03 0.03 0.01 0.434
C 0.05244 -2.67657 -0.42613 -0.17 -0.19 -0.18 0.931
C 1.41334 -0.76377 0.37905 -0.19 -0.01 -0.44 -1.077
N -0.40723 -1.86298 -1.38999 0.11 0.15 0.14 -0.037
Se -0.84642 1.65637 -2.82802 -0.10 -0.10 0.67 -0.105
S 1.77973 2.64606 -0.66572 0.04 -0.16 -0.07 -0.252
C -1.33733 -4.44500 -1.24032 0.03 0.00 0.01 -0.292
H -2.15883 4.55228 1.06177 0.01 -0.02 -0.07 0.386
H 2.79205 0.58116 1.46346 -0.01 0.02 -0.03 0.388
Pt 0.55418 0.29667 -1.11738 -0.26 0.22 -0.16 1.861
C 1.01527 -2.07141 0.46720 0.40 -0.01 0.49 0.841
Se 2.50753 -0.39753 -2.39863 -0.04 -0.11 0.11 -0.185
N -1.02690 0.72710 0.11633 -0.06 -0.08 0.12 -0.800
Te 1.87460 -0.55363 -4.72774 0.84 -0.82 -0.13 0.008
H -0.62231 3.84788 -0.59493 0.03 0.03 -0.04 0.232
C 0.78934 3.05323 0.63861 0.05 0.30 -0.32 0.007

---

[4]
46
Properties=species:S:1:pos:R:3:forces:R:3:mulliken_charge:R:1 method="wB97M-V/def2-TZVPD" charge=+1 max_force_ha_per_bohr=0.0259 e_tot_ha=-1336.7888 multiplicity=1 gap_ev=8.46 lumo_ev=-2.42
H 0.41655 -0.60527 3.37347 -0.12 0.01 -0.07 0.430
H -5.59910 4.05667 -2.08742 -0.01 0.12 0.07 0.341
O 3.50309 -2.48101 -1.16265 -0.45 0.00 0.15 -0.482
H -4.05386 2.43799 -0.82475 -0.06 -0.10 -0.03 0.358
C -4.73660 2.23453 -2.86957 -0.05 0.08 0.25 -0.366
C 3.10181 -1.84999 -0.03119 0.28 0.34 0.37 0.454
H -3.86018 2.72759 -3.29399 0.05 -0.08 -0.03 0.303
C 4.89305 -2.23796 -1.27835 0.79 -0.46 -0.96 -0.261
H -2.00021 -0.08860 3.07398 0.09 -0.06 -0.04 0.394
C 1.85107 -1.79467 0.52779 0.32 -0.08 -0.17 -0.775
H -0.13569 -1.94931 2.34816 -0.11 0.11 0.03 0.413
H -3.74979 0.73873 1.13745 0.01 0.03 0.11 0.355
O 5.30423 -1.42473 -0.19560 0.02 0.26 0.39 -0.461
N -2.07870 1.52991 0.16462 -0.07 0.14 -0.33 -0.003
H -0.17409 2.08537 -0.44483 -0.06 0.02 0.14 0.516
C -4.37212 1.64683 -1.50612 -0.40 0.36 -0.14 -0.546
H 1.02142 -2.30465 0.06721 -0.16 -0.12 -0.07 0.682
H 5.43896 -3.19283 -1.25222 -0.17 0.22 0.08 0.259
H -6.12550 3.64394 -3.71707 -0.08 0.08 -0.05 0.378
H 1.01874 1.37305 1.45395 -0.11 -0.03 0.05 0.360
C -0.06158 1.35233 1.60116 0.16 0.54 -0.18 -0.355
C -1.93998 -0.11986 1.98367 -0.61 0.04 0.06 -0.701
C 2.80002 -0.43067 2.29369 -0.24 -0.12 0.00 -0.412
N -3.28945 0.69618 -1.63228 0.19 -0.03 0.12 -0.066
C 1.71062 -1.06577 1.71806 0.00 0.05 0.16 0.301
H -0.29324 1.77974 2.57956 0.02 -0.12 0.02 0.375
H 5.10036 -1.72241 -2.22763 -0.11 -0.05 0.27 0.269
H 2.67493 0.11388 3.21732 -0.05 0.06 0.13 0.423
S -0.92431 -0.37302 -1.35883 0.27 -0.23 -0.61 -0.477
C 0.34722 -0.96970 2.34590 0.53 -0.32 0.12 -1.091
H -3.34528 0.06090 -2.41958 0.13 -0.06 0.18 0.313
H -2.78878 1.89779 2.06270 -0.06 -0.07 0.00 0.442
H -6.76590 2.75600 -2.33727 -0.14 0.00 0.04 0.330
H -0.92860 3.14904 0.75004 0.09 -0.08 0.03 0.400
C -5.87801 3.23497 -2.74223 0.14 -0.16 -0.08 -1.299
H -2.34286 -1.07408 1.63913 0.14 0.02 0.02 0.421
C -2.73345 1.05808 1.36684 -0.17 -0.13 0.19 -0.617
H -0.47596 -0.32914 0.51436 -0.07 0.08 0.60 -0.261
C -0.77543 2.10419 0.46475 0.26 0.24 -0.04 -1.140
N -0.52203 -0.04613 1.57173 0.03 -0.08 -0.21 0.615
H -5.24769 1.14314 -1.08108 0.06 0.09 0.05 0.251
H -5.03253 1.42869 -3.54433 0.07 -0.04 -0.06 0.363
C 4.07065 -0.49220 1.72440 0.27 -0.14 -0.34 -1.134
H 4.91670 -0.00654 2.17838 0.13 0.07 0.07 0.444
C 4.20039 -1.20648 0.55818 -0.61 -0.15 -0.02 1.027
C -2.16042 0.67206 -0.93984 -0.14 -0.24 -0.29 0.230

---

[5]
17
Properties=species:S:1:pos:R:3:forces:R:3:mulliken_charge:R:1 method="wB97M-V/def2-TZVPD" charge=+3 max_force_ha_per_bohr=0.0675 e_tot_ha=-229.6029 multiplicity=2 gap_ev="16.66 / 7.05" relative_energy_ev=0.000 lumo_ev="-11.70 / -21.11"
N 1.52052 1.27827 1.63551 0.38 1.31 -0.06 -0.324
H -0.57418 -1.91365 -0.38001 -0.09 -0.31 -0.03 0.432
H -2.41816 -1.43258 -1.85789 -0.33 0.48 -0.16 0.413
H -1.75216 -0.65468 0.21511 0.51 0.10 0.20 0.450
H -1.94883 0.22283 -1.96955 -0.59 -0.17 -0.37 0.385
H 0.12738 -0.34071 1.77168 -0.25 -0.12 -0.14 0.442
H 0.93822 2.13434 1.66552 -0.48 -0.35 0.02 0.404
H 1.01420 -0.09513 -1.04795 0.66 -0.59 0.07 0.445
H 2.35372 1.61998 1.11263 0.08 -0.48 0.08 0.416
H -1.08475 -1.01561 -2.69077 0.21 0.06 0.09 0.386
H 1.71420 -0.68644 0.99321 0.33 -0.64 0.49 0.422
N -1.63939 -0.74928 -1.86151 0.55 -0.66 0.87 -0.312
H 1.85142 1.17033 2.61549 0.02 -0.36 -0.05 0.418
C 0.17023 0.16191 -0.31113 -2.39 0.99 2.32 -0.168
H -0.27391 1.15568 -0.46391 0.44 -0.05 -0.09 0.518
C -0.92489 -0.89679 -0.50927 -0.11 0.01 -1.96 -0.709
C 0.92637 0.04152 1.08281 1.05 0.79 -1.27 -0.619